1.
Entry from the Open Molecules 2025 dataset: a molecular structure, C25H23FN3NiO5S (wB97M-V/def2-TZVPD).

For the energy relative to the best compared isomer or geometry (same formula, charge and spin), the calculation gives 10.2 kcal/mol. Its frontier orbital gap (spin up / spin down) is 6.7 / 7.3 eV. Its expectation value of S² is 2.007. Its net charge is -1. As for the spin multiplicity: 3. The HOMO energy (spin up / spin down) comes out at -0.1618 / -0.1843 hartree.

Each line ends with the Mulliken charge.
Element x y z (Å)
1 Ni 0.03860 -0.10274 0.03504  0.141
2 O -1.48592 3.93651 -1.29423  -0.484
3 C -1.28439 2.72141 -0.75402  -0.200
4 O -0.72750 2.53840 0.29182  -0.493
5 C -1.89563 1.60966 -1.56507  0.782
6 C -2.71412 1.78714 -2.65953  -0.442
7 C -3.32268 0.64654 -3.19029  -0.335
8 C -3.13279 -0.58081 -2.58767  -0.565
9 C -2.27802 -0.66691 -1.49028  0.597
10 N -1.65372 0.41093 -1.04604  0.032
11 C -2.05652 -1.94528 -0.65440  0.196
12 O -2.68871 -2.93542 -1.02526  -0.790
13 O -1.30138 -1.77357 0.33750  -0.524
14 H -1.04082 4.56847 -0.70968  0.361
15 H -2.88254 2.76986 -3.07380  0.502
16 H -3.96504 0.73632 -4.05750  0.410
17 H -3.62385 -1.48145 -2.92824  0.532
18 C 3.00023 3.43824 -3.74451  -0.948
19 C 3.87388 2.67988 -2.75410  -1.006
20 N 3.69550 1.23978 -2.84150  0.242
21 C 4.60706 0.53407 -3.73692  -0.671
22 C 5.81859 -0.02407 -3.00441  -1.188
23 C 2.74009 0.56713 -2.14235  0.232
24 S 1.69743 1.47704 -1.13718  -0.302
25 N 2.80190 -0.76337 -2.32534  -0.050
26 C 1.83190 -1.60288 -1.95757  -0.489
27 O 0.70709 -1.35818 -1.49065  -0.360
28 C 2.14686 -3.06101 -2.18156  0.682
29 C 3.26542 -3.47158 -2.89903  -0.142
30 C 3.51745 -4.82260 -3.08551  -0.699
31 C 2.65442 -5.76977 -2.54863  -0.331
32 C 1.54105 -5.36256 -1.82585  -0.730
33 C 1.28403 -4.01145 -1.64351  -0.486
34 H 3.18227 4.51306 -3.67453  0.385
35 H 1.95012 3.24685 -3.52504  0.193
36 H 3.20665 3.12325 -4.77004  0.302
37 H 3.65523 2.99863 -1.73691  0.471
38 H 4.93030 2.88324 -2.94882  0.427
39 H 4.91737 1.24943 -4.50296  0.460
40 H 4.06502 -0.26959 -4.22954  0.415
41 H 6.35961 0.76791 -2.48194  0.418
42 H 6.50716 -0.50355 -3.70420  0.341
43 H 5.49148 -0.75968 -2.27055  0.242
44 H 3.92917 -2.71752 -3.30064  0.329
45 H 4.38798 -5.13849 -3.64787  0.399
46 H 2.85127 -6.82555 -2.69310  0.358
47 H 0.86804 -6.09706 -1.40163  0.412
48 H 0.41941 -3.67541 -1.08376  0.435
49 F 3.89924 -0.96962 4.80118  -0.371
50 C 3.04683 -0.79669 3.74387  0.633
51 C 3.16347 -1.62268 2.64782  -0.917
52 C 2.28814 -1.42994 1.58179  0.810
53 C 1.30098 -0.44011 1.56319  -0.858
54 C 1.24387 0.35817 2.71565  0.103
55 C 2.09625 0.19872 3.80635  -0.821
56 H 3.92003 -2.39785 2.63510  0.425
57 H 2.39124 -2.09802 0.73003  0.208
58 H 0.50773 1.15657 2.77881  0.334
59 H 2.03285 0.82801 4.68599  0.394

---

2.
Entry from the Open Molecules 2025 dataset: C4H8O2 in the gas phase (wB97M-V/def2-TZVPD).

For the energy relative to the best compared isomer or geometry (same formula, charge and spin), the calculation gives 113.5 kcal/mol. Its frontier orbital gap is 8.7 eV. As for the spin multiplicity: 1. The HOMO energy comes out at -0.3247 hartree.

Each line ends with the Mulliken charge.
Element x y z (Å)
1 O 1.53331 1.00570 0.58917  -0.550
2 C 1.55443 -0.27651 0.02430  -0.550
3 C 0.25980 -1.08845 0.31890  -0.371
4 C -0.86350 -0.66724 -0.55702  -0.429
5 C -1.74199 0.39172 0.02966  -0.125
6 O -0.94750 1.36446 -0.69022  -0.521
7 H 0.80500 1.48963 0.16814  0.395
8 H 1.73230 -0.25258 -1.06185  0.312
9 H 2.39310 -0.80313 0.48851  0.354
10 H 0.48370 -2.13007 0.05425  0.342
11 H 0.07464 -1.01097 1.40077  0.301
12 H -0.83948 0.93596 -1.57112  0.387
13 H -1.65475 0.63011 1.09670  0.223
14 H -2.78906 0.41136 -0.29019  0.231

---

3.
Entry from the Open Molecules 2025 dataset: a molecular structure, C30H55N2O2P2V (wB97M-V/def2-TZVPD).

For the energy relative to the best compared isomer or geometry (same formula, charge and spin), the calculation gives 0.0 kcal/mol. Its frontier orbital gap (spin up / spin down) is 6.4 / 5.6 eV. Its expectation value of S² is 3.778. Its net charge is +1. As for the spin multiplicity: 4. The HOMO energy (spin up / spin down) comes out at -0.3264 / -0.3250 hartree.

Each line ends with the Mulliken charge.
Element x y z (Å)
1 C 2.53182 1.76256 0.52912  -0.469
2 C 0.55620 2.61202 1.55892  0.126
3 C 3.31435 2.74973 1.10808  -0.804
4 C 1.35877 3.56313 2.24020  -1.195
5 C 2.71462 3.63830 1.99859  -0.818
6 H 4.37419 2.77176 0.85709  0.536
7 H 0.83717 4.23712 2.91527  0.534
8 H 3.32577 4.39482 2.49369  0.417
9 N 1.20048 1.71275 0.72713  1.643
10 P 2.29189 -0.94249 -0.21587  1.428
11 P -1.82206 1.62928 0.47594  1.494
12 C 3.12283 0.70918 -0.39476  -1.186
13 H 3.04741 1.04873 -1.44232  0.597
14 H 4.19284 0.56412 -0.19613  0.667
15 C -1.07129 -1.10621 -0.60976  0.474
16 O -1.81085 -2.00562 -0.83677  -0.430
17 C -0.85744 2.56562 1.63325  -1.684
18 H -1.34801 3.23615 2.34551  0.168
19 C -2.28438 2.88876 -0.90202  2.076
20 C -3.40252 1.14453 1.43828  2.042
21 C 2.77656 -1.98961 -1.75314  2.271
22 C 3.15324 -1.58314 1.36961  1.319
23 C -2.77356 2.06659 -2.10052  -1.415
24 H -3.73534 1.57889 -1.90321  0.216
25 H -2.91006 2.73740 -2.95924  0.583
26 H -2.04678 1.29412 -2.38585  -0.057
27 C -3.34751 3.88918 -0.43426  -1.981
28 H -4.32703 3.43023 -0.25711  0.314
29 H -3.02623 4.43028 0.46596  0.367
30 H -3.48308 4.63621 -1.23204  0.527
31 C -1.01986 3.67481 -1.26277  -1.577
32 H -1.22698 4.29320 -2.14657  0.631
33 H -0.70875 4.33799 -0.44552  0.281
34 H -0.17720 3.02074 -1.50422  0.103
35 C -4.45751 0.64085 0.44009  -1.896
36 H -4.03412 -0.13884 -0.20999  0.320
37 H -5.27778 0.18109 1.00943  0.525
38 H -4.89842 1.42704 -0.18060  0.276
39 C -3.07196 -0.02336 2.36728  -1.939
40 H -2.85239 -0.94213 1.81391  0.307
41 H -2.23144 0.18573 3.03787  0.346
42 H -3.96407 -0.22671 2.97742  0.561
43 C -3.91959 2.28505 2.32677  -1.769
44 H -4.21558 3.18558 1.78194  0.273
45 H -4.81128 1.92011 2.85842  0.530
46 H -3.17470 2.56578 3.07963  0.368
47 C 2.51213 -2.94539 1.67983  -1.196
48 H 2.95102 -3.32580 2.61303  0.548
49 H 1.42595 -2.87774 1.81882  -0.053
50 H 2.70443 -3.68258 0.89076  0.199
51 C 2.95386 -0.60406 2.54707  -1.650
52 H 3.60664 0.27285 2.45303  0.358
53 H 1.92914 -0.23098 2.68011  0.329
54 H 3.22594 -1.13460 3.47111  0.653
55 C 4.67292 -1.76512 1.21242  -1.733
56 H 5.08736 -1.89271 2.22409  0.514
57 H 4.93538 -2.67098 0.65764  0.461
58 H 5.17004 -0.90220 0.75211  0.165
59 C 3.24307 -1.02748 -2.84595  -1.237
60 H 4.19274 -0.53443 -2.59582  0.285
61 H 3.39584 -1.59570 -3.77536  0.690
62 H 2.48339 -0.26235 -3.05055  -0.556
63 C 1.48422 -2.68436 -2.21047  -1.664
64 H 0.71793 -1.95792 -2.51643  0.056
65 H 1.72304 -3.31459 -3.07836  0.576
66 H 1.05801 -3.32887 -1.42914  0.316
67 C 3.87301 -3.03824 -1.52205  -2.023
68 H 4.84589 -2.57658 -1.30602  0.398
69 H 3.61711 -3.77292 -0.74809  0.334
70 H 3.99329 -3.59606 -2.46457  0.547
71 V 0.07746 0.25506 -0.24510  0.395
72 N 0.38937 0.84377 -2.02250  0.059
73 C 0.47158 1.08903 -3.15789  -0.263
74 C 0.55262 1.57027 -4.55323  1.720
75 C 0.35738 3.08853 -4.55804  -1.411
76 C 1.94050 1.22901 -5.10218  -1.761
77 C -0.53326 0.86758 -5.37622  -1.568
78 H -0.64591 3.35807 -4.19943  0.169
79 H 1.10380 3.57050 -3.91188  0.359
80 H 0.47148 3.51984 -5.56329  0.445
81 H 2.07827 0.14181 -5.15697  0.394
82 H 2.09853 1.62444 -6.11551  0.445
83 H 2.72230 1.65710 -4.45986  0.348
84 H -0.50946 1.15922 -6.43653  0.410
85 H -0.39831 -0.22144 -5.33072  0.392
86 H -1.53196 1.10828 -4.98808  0.326
87 C -0.77575 -2.23695 2.68653  -1.028
88 O -0.19391 -0.97741 2.29984  -0.418
89 H -1.69513 -2.02649 3.23718  0.327
90 H -0.10463 -2.82435 3.33571  0.435
91 H -1.01470 -2.83517 1.79309  0.310
92 H 0.74113 -1.17156 2.06767  -0.500

---

4.
Entry from the Open Molecules 2025 dataset: a molecular structure, C24H65BF3N5O7Pt2 (wB97M-V/def2-TZVPD).

Its frontier orbital gap (spin up / spin down) is 6.8 / 4.8 eV. Its expectation value of S² is 6.009. Its net charge is +2. As for the spin multiplicity: 5. The HOMO energy (spin up / spin down) comes out at -0.4309 / -0.4514 hartree.

Each line ends with the Mulliken charge.
Element x y z (Å)
1 Pt 3.08340 0.03997 -0.07172  3.277
2 Pt -1.51051 0.11914 -1.42750  3.971
3 C -3.19930 -0.67441 1.63967  -0.687
4 O -4.46975 -0.33121 1.04357  -0.277
5 O -2.39944 -0.78416 0.50502  -1.120
6 C -2.94009 0.41781 2.74175  0.754
7 F -3.78203 0.43822 3.76756  -0.320
8 F -1.78870 0.23494 3.30228  -0.252
9 F -2.92938 1.65049 2.20702  -0.261
10 C -5.67351 -0.89378 1.48786  -0.526
11 C -6.84197 0.03552 1.14828  -1.086
12 H -6.67388 0.98935 1.64832  0.290
13 H -6.85542 0.09184 0.05982  0.200
14 H -7.76136 -0.45106 1.47394  0.438
15 H -5.58041 -1.25853 2.51079  0.490
16 H -5.83196 -1.84485 0.97946  0.302
17 H -3.13556 -1.71634 1.95339  0.444
18 B 0.66099 -0.01196 -0.72644  3.354
19 H 0.17517 -0.84601 -1.20869  -0.410
20 H -0.03712 0.75269 -0.42278  -1.033
21 H 1.20032 -0.30539 0.16084  -0.918
22 H 1.38652 0.43264 -1.38988  -1.124
23 C 0.46362 -2.54928 1.70817  -0.975
24 C 0.51379 -3.24737 3.11043  0.471
25 C 0.81781 -4.75898 3.09956  -0.985
26 O 1.01671 -5.35739 4.40064  -0.341
27 C -0.22582 -5.83844 5.00762  -0.804
28 N 1.52227 -2.58440 3.90969  -0.476
29 H 1.46212 -2.62870 1.27829  0.175
30 H 0.27719 -1.47836 1.78856  -0.145
31 H -0.26414 -2.94365 0.99899  0.398
32 H -0.47991 -3.08063 3.52618  0.314
33 H 1.75846 -4.81689 2.55191  0.423
34 H 0.11225 -5.27173 2.44582  0.454
35 H -0.25724 -6.25872 6.01284  0.340
36 H -0.84319 -6.49696 4.39662  0.328
37 H -0.89773 -4.99316 5.15637  0.284
38 H 2.24215 -3.27567 4.06460  0.278
39 H 1.12798 -2.51905 4.83725  0.278
40 C 1.70456 1.40965 3.94559  -1.472
41 C 1.82549 1.32002 2.38740  0.974
42 C 2.57474 2.56128 1.78443  -1.063
43 O 2.72500 2.39333 0.38310  -0.304
44 C 2.93893 3.60957 -0.26274  -1.112
45 N 2.74949 0.16167 2.15878  -0.559
46 H 2.70803 1.49358 4.36286  0.460
47 H 1.09543 0.67940 4.47831  0.324
48 H 1.20936 2.36220 4.13405  0.456
49 H 0.87616 1.15699 1.87721  -0.487
50 H 3.59682 2.66783 2.14787  0.404
51 H 1.97665 3.43127 2.05560  0.457
52 H 3.19326 3.42272 -1.30605  0.171
53 H 3.82017 4.08547 0.16739  0.347
54 H 2.17485 4.38572 -0.30587  0.387
55 H 2.32753 -0.66560 2.55589  -0.230
56 H 3.52109 0.26896 2.80161  0.396
57 C -5.50074 2.13773 -2.03891  -1.440
58 C -3.97249 1.91208 -2.08171  0.161
59 C -3.01568 2.70557 -1.08713  -0.955
60 O -1.62555 2.25239 -1.12577  -0.294
61 C -0.84288 3.24813 -0.45586  -0.583
62 N -3.75083 0.46785 -1.90710  -0.485
63 H -6.02852 1.65966 -1.21367  0.176
64 H -6.03087 1.63562 -2.84821  0.410
65 H -5.79933 3.18448 -2.09598  0.421
66 H -3.52274 2.16481 -3.04189  0.298
67 H -3.50800 2.64520 -0.11651  0.392
68 H -3.10428 3.72772 -1.45517  0.537
69 H -0.84665 4.19215 -1.00076  0.380
70 H 0.16584 2.85985 -0.31506  -0.301
71 H -1.41999 3.45387 0.44565  0.457
72 H -4.21324 0.12432 -1.07749  -0.193
73 H -4.33408 -0.01926 -2.57241  0.305
74 C 0.03509 -0.09471 -5.38588  -1.561
75 C -1.05853 -0.15673 -4.27460  0.205
76 C -1.14445 -1.57431 -3.75442  -0.969
77 O -1.87531 -1.60599 -2.56408  -0.344
78 C -2.36866 -2.85714 -2.16659  -0.789
79 N -0.53136 0.82761 -3.36556  -1.110
80 H 1.00642 -0.52758 -5.14664  0.308
81 H 0.17428 0.93064 -5.72848  0.465
82 H -0.31555 -0.55978 -6.30722  0.455
83 H -1.97057 0.24041 -4.72022  0.429
84 H -0.17261 -2.04540 -3.60711  0.293
85 H -1.76765 -1.94878 -4.56651  0.483
86 H -1.49884 -3.41727 -1.82343  0.333
87 H -2.98019 -3.35986 -2.91585  0.305
88 H -3.03452 -2.69315 -1.31933  0.046
89 H -0.35277 1.65013 -3.92383  0.496
90 H 0.42254 0.61073 -3.11432  -1.031
91 C 7.24257 0.96402 -0.56436  -1.601
92 C 5.75387 0.99754 -0.56243  0.412
93 C 5.16617 0.83832 -2.04542  -0.948
94 O 3.75021 1.00843 -1.95986  -0.719
95 C 3.12511 1.28339 -3.25356  -0.450
96 N 5.21187 0.20657 0.46537  -0.659
97 H 7.58850 0.71139 0.43794  0.447
98 H 7.83848 1.81149 -0.90317  0.373
99 H 7.60544 0.06498 -1.06252  0.440
100 H 5.61469 2.04821 -0.30780  0.040
101 H 5.41868 -0.10450 -2.53062  0.429
102 H 5.58608 1.61635 -2.68295  0.490
103 H 2.03959 1.19757 -3.30242  0.292
104 H 3.51020 0.65403 -4.05588  0.360
105 H 3.48350 2.22576 -3.66782  0.432
106 H 5.63036 0.60907 1.29176  0.339
107 H 5.75747 -0.63322 0.33426  0.353

---

| no. | maximum force (eV Å⁻¹) |
| --- | --- |
| 1 | 0.98 |
| 2 | 0.42 |
| 3 | 8.68 |
| 4 | 5.41 |